1.
DFT (ωB97M-V/def2-TZVPD) results for a structure of composition C31H29N7O5Ti.

Molar mass (g/mol): 627.48
Expectation value of S²: 0.796
E_tot (eV): -76399.2044
Max |F| (eV Å⁻¹): 2.33
Gap between HOMO and LUMO (spin up / spin down) (eV): 5.76 / 6.82

Geometry as ORCA input:
```
! wB97M-V def2-TZVPD RIJCOSX def2/J DEFGRID3
* xyz 1 2
H -3.1415 1.9583 2.3417
H -3.4872 3.9773 -3.9187
C 3.8209 -2.2012 -2.0577
O -0.3823 -2.3510 -1.0709
N -1.6115 1.6489 -1.4382
Ti -0.7428 -0.1602 -0.4058
C 4.6594 -3.7620 0.1078
C -0.8164 -2.0903 -3.4749
H 5.2875 -3.2923 -3.1856
C -1.2348 5.0495 -2.8250
N -0.6347 -1.7584 5.0831
O -4.1039 -0.6790 -2.2092
C 2.2610 -0.6092 -3.0177
C 3.2284 -2.0331 -0.7799
C -0.7041 1.9123 3.6018
H -0.4271 -1.7583 6.0683
H 1.8696 -0.0740 -3.8702
H 1.5102 4.8504 -0.8761
H 0.1189 2.1881 5.5536
C -3.4442 2.0706 -2.9453
C -1.7840 3.7700 -2.6036
H 0.2433 -2.1250 -3.7347
C 0.0846 3.2910 -1.0940
H -2.6670 -2.3838 6.4818
O -1.4330 1.3773 1.3091
H 4.9934 -4.3663 0.9384
N -1.1343 -1.4788 1.2546
C -2.7309 1.2720 -2.0380
C 1.3556 0.9134 4.3606
C -0.5402 1.3175 2.3655
C -0.0744 5.4272 -2.2042
C 4.8409 -3.1609 -2.2104
H -4.3445 1.6659 -3.3834
H 0.0847 -1.4524 4.4455
H -1.1102 -1.0462 -3.3271
H -3.1474 2.1707 0.5745
C 0.5883 4.5399 -1.3416
N -2.8679 -2.1841 5.5173
H 3.1759 -2.7094 1.2446
C -2.5396 2.2501 1.4758
H 2.3983 -0.2927 2.9057
O 0.4254 0.1322 -1.6866
C 0.6174 0.5493 2.0935
H -1.3927 -2.5047 -4.2986
C -1.8890 -1.9430 4.6335
C 0.2477 1.7104 4.5968
C 2.1641 -1.0730 -0.6129
C -1.0976 -2.8687 -2.1951
H -2.1574 -2.7914 -1.9289
H 0.3435 6.4064 -2.3819
H 0.5484 -2.6303 -1.1366
C 1.5415 0.3270 3.1224
H -0.8384 -3.9259 -2.3163
C 5.2507 -3.9285 -1.1499
H -1.5525 2.5395 3.8190
H 2.0835 0.7570 5.1415
C -1.1129 2.8795 -1.7114
C -1.5806 -1.6535 2.3146
N 0.7727 0.1016 0.8048
C 3.6610 -2.8336 0.2872
O -2.5023 -0.5691 -0.6516
C -2.9723 3.3262 -3.2268
N 1.7615 -0.7730 0.6203
H -1.7445 5.7236 -3.4955
C 3.3562 -1.4240 -3.1464
N -2.2309 -1.8920 3.3754
C 1.5931 -0.4777 -1.7880
H 0.5901 2.5854 -0.4386
C -3.1969 -0.1171 -1.6348
H 6.0302 -4.6660 -1.2828
H 3.8427 -1.5267 -4.1041
H -3.7843 -2.4035 5.1636
H -2.1966 3.2839 1.5971
*
```

=====

2.
DFT (ωB97M-V/def2-TZVPD) results for a structure of composition C27H38B3F24NO7S2.

Molar mass (g/mol): 1041.12
E_tot (eV): -133362.6276
Max |F| (eV Å⁻¹): 1.65
Gap between HOMO and LUMO (eV): 8.52

Geometry as ORCA input:
```
! wB97M-V def2-TZVPD RIJCOSX def2/J DEFGRID3
* xyz 0 1
F 6.4684 2.8213 -3.7630
C 6.5260 2.4982 1.4533
B -1.7125 -0.2199 1.8176
F 8.5728 5.6321 -6.8118
H 0.1400 -1.2395 2.0650
F -3.8440 -6.3229 6.0333
H 8.5057 2.9035 1.9668
C -6.9957 -5.6117 5.6123
H -5.7704 -6.2917 7.2894
F -3.2791 -3.8652 -5.1773
C -3.5667 -4.3660 4.7090
C 5.8946 0.6422 0.0017
C 8.4820 5.4883 -4.4977
H 9.4574 4.9973 -4.5116
H -1.6640 -3.1833 -1.5506
F -8.2613 -5.7371 6.1029
C 4.3528 1.6098 1.4560
H 6.3859 3.1656 0.6188
O -0.9825 -1.3122 -2.1421
H 5.5283 4.0905 -6.6360
C 0.2371 -1.6853 -2.6238
C -0.2060 -0.3915 1.5077
H -4.2568 2.6013 0.0878
N 5.6579 1.3393 1.2852
H 6.3035 2.9981 2.3602
C 0.6490 0.8588 1.7389
H 5.1007 2.3034 -1.0983
H 5.5720 -0.3711 0.1333
S 3.6999 3.0656 1.8062
H -3.4202 -3.2866 4.7939
C -6.7305 -6.8786 4.8002
F -2.8282 -4.6045 6.8957
C 1.9595 0.5479 2.4254
H -3.6320 -2.8964 2.2007
B -3.2126 -1.8379 1.8861
C -5.1871 2.0768 0.1769
H -6.8575 -7.7702 5.4216
O -3.5640 -1.2732 0.6837
C -2.4531 -3.7773 -4.1069
H 0.8600 1.2741 0.7791
H 2.2292 1.2936 3.1351
C 7.9792 2.0923 1.5087
C -8.5835 3.2791 0.5953
F -4.5999 -4.6045 3.8737
C -2.8462 -2.5531 -3.2815
H -6.7038 -4.8453 7.5495
C 5.1822 1.2427 -1.2082
H 6.2129 2.4947 -6.5108
O -7.4963 2.3869 0.4817
H -2.5507 -4.6912 -3.5134
B -3.6842 0.1087 0.9534
F 4.6938 2.1072 -4.8212
H -8.2709 4.2615 0.8941
F -1.1846 -3.6733 -4.5633
C -5.0818 0.7876 0.9897
C -6.2498 2.9689 0.7547
C -6.0838 -5.3598 6.8197
F -4.1236 -2.7744 -2.8643
O 7.4922 3.9150 -5.9988
F 7.7618 5.0111 -3.4622
H -5.7819 0.0811 0.6000
C 0.5431 -1.0075 -3.9583
F 4.1612 3.8929 -2.8669
H 0.5975 0.0753 -3.8250
F 0.3441 -3.0243 -2.7095
F 5.3631 5.4222 -3.8745
C 7.7505 5.2417 -5.8161
F 1.1668 -1.2600 -1.7393
H -6.1125 2.9579 1.8272
S 3.2868 0.2104 1.2630
H -9.0935 3.3447 -0.3511
H -2.7096 -1.8181 -1.3122
C 4.6438 4.2948 -4.0664
H 5.7605 1.0034 -2.0716
H 3.7995 4.5108 -4.7282
F -2.8653 -1.4549 -4.0672
H -9.2784 2.8890 1.3184
H -0.1511 -0.6916 0.4772
C -3.8372 -4.9763 6.0821
C 6.1600 3.4593 -6.0117
F -5.4839 -6.8705 4.2778
H 8.1279 1.2058 2.0922
F 1.7271 -1.4675 -4.4236
F -0.4113 -1.2932 -4.8657
F 8.6457 6.8191 -4.3286
H -5.3292 0.9553 2.0260
F 6.6270 5.9783 -5.9059
H 0.1059 1.6065 2.2769
H 8.3976 1.9780 0.5270
F -6.9814 -4.5336 4.8015
H 4.2295 0.7857 -1.3424
H 6.9368 0.5954 -0.2312
H -6.1746 3.9851 0.4044
O -4.9934 -4.4923 6.6188
O -2.5046 0.7335 1.2271
F -7.6166 -6.9326 3.7776
O -2.4018 -1.0884 2.6802
F -2.4581 -4.9282 4.1762
C -2.0197 -2.2671 -2.0218
C 5.5135 3.1808 -4.6486
H 1.8435 -0.3565 2.9866
H -5.5491 1.8161 -0.7958
*
```

=====

3.
DFT (ωB97M-V/def2-TZVPD) results for a structure of composition C30H28F5N2O2RhSSi.

Molar mass (g/mol): 706.62
E_tot (eV): -73946.1291
Max |F| (eV Å⁻¹): 0.52
Gap between HOMO and LUMO (eV): 7.56
Energy above the lowest of the compared OMol25 structures with the same formula, charge and spin (kcal per mole): 14.7

Geometry as ORCA input:
```
! wB97M-V def2-TZVPD RIJCOSX def2/J DEFGRID3
* xyz 0 1
C -0.9710 -4.6325 -4.0219
H 3.8483 2.5357 2.6299
C 2.2325 2.1669 1.2779
C 1.2095 -4.5552 -3.0438
C 0.7843 0.0543 -1.2161
C -4.6247 -0.4499 -0.0717
C -1.3717 -3.6841 -3.1264
C 0.6420 3.4970 3.1142
C -1.7397 1.8846 -0.6175
C -4.2920 -0.6475 1.4148
N -2.5490 0.8398 0.0037
H -2.0394 1.9936 -1.6631
H -0.9718 3.1332 1.7735
H 1.8638 5.4305 -4.7297
H 2.4323 3.7326 4.2728
C 1.4568 -3.4200 3.8962
C -3.3837 0.0137 -0.8502
H -4.9888 -1.3847 -0.5060
C -1.9546 0.1434 1.0967
C 0.8900 3.5660 -4.3012
H 0.3638 -0.1533 -2.2064
H 2.8656 1.6232 0.5854
C 2.5106 -3.0539 4.7091
O -1.0059 -2.2585 -1.3783
C 1.8112 5.0161 -2.6253
H -5.4263 0.2836 -0.1737
C 0.7698 -3.5860 -2.1298
C 2.9853 -1.2319 3.2155
Rh 0.3301 -1.5075 -0.0417
F 4.3146 -1.6046 5.1182
C 0.7446 2.9419 -1.9583
C 3.2766 -1.9550 4.3539
C 1.4105 4.1259 -1.6367
H 1.8705 0.1189 -1.3292
H 2.2408 -4.8719 -2.9788
H -0.9186 -0.2562 0.8374
H -2.8354 -0.8551 -1.2364
H 2.3273 5.9282 -2.3525
H -1.6796 -5.0179 -4.7390
C 0.0897 2.9906 1.9441
C 1.5519 4.7375 -3.9584
C 0.4913 2.6827 -3.3097
F 3.7764 -0.2036 2.8876
C 0.3557 -5.0777 -3.9796
C 1.9013 -1.5500 2.3801
C 1.1720 -2.6820 2.7641
S 1.7960 -2.9068 -0.9180
H -1.9709 2.8608 -0.1678
H -1.7391 0.8420 1.9097
F 0.1435 -3.0908 1.9706
H -2.6057 -1.9131 0.9866
Si 0.1621 1.7361 -0.6316
H -0.0255 1.7726 -3.5974
F 2.8019 -3.7606 5.8085
H 0.0128 4.0129 3.8288
F 0.7164 -4.4911 4.2006
H -3.6799 0.6081 -1.7144
C -2.8241 -1.0189 1.5764
H -2.5791 -1.2552 2.6119
C 0.8718 2.3210 1.0016
H 0.7053 -5.8249 -4.6784
C 1.9977 3.3443 3.3603
H -4.4855 0.2766 1.9642
H 0.6856 3.3427 -5.3410
O 1.6376 -0.8240 1.3217
C 2.7932 2.6773 2.4375
N -0.5095 -3.1816 -2.2133
H 1.6249 4.3546 -0.5993
H -2.3652 -3.2674 -3.0642
H -4.9310 -1.4152 1.8532
*
```

=====

4.
DFT (ωB97M-V/def2-TZVPD) results for a cluster of 3 separate species, H2N2O2 in total.

Molar mass (g/mol): 62.03
E_tot (eV): -7099.2680
Max |F| (eV Å⁻¹): 4.36
Gap between HOMO and LUMO (eV): 5.81
Energy above the lowest of the compared OMol25 structures with the same formula, charge and spin (kcal per mole): 82.5

Geometry as ORCA input:
```
! wB97M-V def2-TZVPD RIJCOSX def2/J DEFGRID3
* xyz -2 1
O 6.1694 -1.2104 0.1013
H -5.8882 -0.0282 0.1920
O 4.4662 0.9946 0.1108
N 4.5414 -0.0802 -0.4465
H -4.2034 -0.0825 0.2739
N -5.0854 0.4067 -0.2316
*
```

=====

5.
DFT (ωB97M-V/def2-TZVPD) results for a structure of composition C4H7NO.

Molar mass (g/mol): 85.11
E_tot (eV): -7794.8044
Max |F| (eV Å⁻¹): 1.91
Gap between HOMO and LUMO (eV): 10.11
Energy above the lowest of the compared OMol25 structures with the same formula, charge and spin (kcal per mole): 111.6

Geometry as ORCA input:
```
! wB97M-V def2-TZVPD RIJCOSX def2/J DEFGRID3
* xyz 0 1
H -1.2057 -1.6382 0.4289
H 1.8904 -1.1374 0.9363
H 0.0590 -1.8285 -0.8794
C -0.5121 -1.1115 -0.2557
H 0.9782 1.7113 -0.8144
C -0.8734 0.9017 0.5564
C 0.5736 0.6894 -0.9209
C 0.3073 -0.1043 0.4022
N -0.9223 0.5700 -0.9104
H -1.7950 0.6110 1.0704
O 1.0934 -0.8042 1.3748
H 1.0158 0.1956 -1.7933
H -0.6092 1.9451 0.8050
*
```

=====

6.
DFT (ωB97M-V/def2-TZVPD) results for the molecule C4H10NO3P.

Molar mass (g/mol): 151.10
E_tot (eV): -21228.6422
Max |F| (eV Å⁻¹): 4.82
Gap between HOMO and LUMO (eV): 10.25
Energy above the lowest of the compared OMol25 structures with the same formula, charge and spin (kcal per mole): 85.1

Geometry as ORCA input:
```
! wB97M-V def2-TZVPD RIJCOSX def2/J DEFGRID3
* xyz 0 1
C -0.3665 0.0769 1.5352
H -0.4700 -0.9066 -1.3586
O 2.1231 0.1662 0.7466
H 1.1329 -0.2483 -3.2915
H -0.1692 3.0899 0.5387
H 2.1265 0.7027 -2.3407
H 1.4752 3.0529 0.7345
C 0.7327 2.5468 0.1482
H -1.3700 0.0789 1.2092
N -0.5724 1.1471 -2.2097
H -0.2545 0.7152 2.3999
H 2.0564 -1.0304 -1.9262
H 0.6426 2.7588 -0.9611
O 0.1180 2.0730 -2.5890
O -1.7910 1.1451 -2.2496
C 0.1786 0.0282 -1.5129
C 1.4718 -0.2061 -2.3303
P 0.8706 0.7155 0.3031
H -0.1146 -0.9701 1.6685
*
```

=====

Q: Look up the E_tot of the fourth one.
A: -7099.2680 eV

=====

Please write out number 5 again, unchanged.
DFT (ωB97M-V/def2-TZVPD) results for a structure of composition C4H7NO.

Molar mass (g/mol): 85.11
E_tot (eV): -7794.8044
Max |F| (eV Å⁻¹): 1.91
Gap between HOMO and LUMO (eV): 10.11
Energy above the lowest of the compared OMol25 structures with the same formula, charge and spin (kcal per mole): 111.6

Geometry as ORCA input:
```
! wB97M-V def2-TZVPD RIJCOSX def2/J DEFGRID3
* xyz 0 1
H -1.2057 -1.6382 0.4289
H 1.8904 -1.1374 0.9363
H 0.0590 -1.8285 -0.8794
C -0.5121 -1.1115 -0.2557
H 0.9782 1.7113 -0.8144
C -0.8734 0.9017 0.5564
C 0.5736 0.6894 -0.9209
C 0.3073 -0.1043 0.4022
N -0.9223 0.5700 -0.9104
H -1.7950 0.6110 1.0704
O 1.0934 -0.8042 1.3748
H 1.0158 0.1956 -1.7933
H -0.6092 1.9451 0.8050
*
```

=====

Q: Which of these has the lowest E_tot?
A: C27H38B3F24NO7S2

=====

Q: Number 2 is which compound?
A: C27H38B3F24NO7S2